[1]
DFT (the ωB97M-V functional and the def2-TZVPD basis) results for a structure of composition C19H14O3PS4Ti at a distorted geometry.

Geometry as XYZ:
```
42
Properties=species:S:1:pos:R:3:lowdin_spin:R:1
Ti -2.663 -1.235 -0.614 0.93
O -2.205 -2.056 1.271 0.01
S -2.857 -0.913 1.985 0.01
O -3.446 -1.187 3.245 0.00
O -3.766 -0.384 0.911 0.00
C -1.625 0.361 2.162 0.00
C -1.862 1.254 3.200 0.00
C -1.033 2.350 3.370 0.00
C 0.038 2.543 2.512 0.00
C 0.269 1.647 1.482 0.00
C -0.565 0.554 1.259 0.00
P -0.158 -0.583 -0.164 0.02
C 1.343 -1.347 0.490 0.01
C 2.613 -0.824 0.269 0.00
C 3.717 -1.427 0.853 0.00
C 3.558 -2.548 1.655 0.00
C 2.292 -3.071 1.876 0.00
C 1.185 -2.477 1.291 0.00
C 0.291 0.530 -1.517 0.00
C 1.121 0.037 -2.525 0.00
C 1.308 0.759 -3.692 0.00
C 0.649 1.968 -3.874 0.00
C -0.191 2.454 -2.884 0.00
C -0.373 1.737 -1.711 0.00
H -2.687 1.079 3.877 0.00
H -1.223 3.048 4.174 0.00
H 0.697 3.391 2.645 0.00
H 1.114 1.807 0.823 0.00
H 2.747 0.052 -0.354 0.00
H 4.704 -1.018 0.679 0.00
H 4.423 -3.017 2.105 0.00
H 2.162 -3.946 2.499 0.00
H 0.197 -2.888 1.461 0.00
H 1.614 -0.922 -2.414 0.00
H 1.950 0.367 -4.469 0.00
H 0.773 2.518 -4.797 0.00
H -0.727 3.382 -3.028 0.00
H -1.046 2.125 -0.956 0.00
S -3.040 -0.688 -4.942 0.00
C -3.099 -1.015 -3.354 0.01
S -2.209 -2.359 -2.627 0.00
S -3.993 -0.058 -2.170 0.01
```

Calculated values
Expectation value of S² ... 0.755
Charge ... 0
2S+1 ... 2
HOMO level (spin up / spin down) ... -7.80 / -7.85 eV

---

[2]
DFT (the ωB97M-V functional and the def2-TZVPD basis) results for a cluster of 8 separate species, C63H140BrN7 in total at a distorted geometry.

Geometry as XYZ:
```
211
Properties=species:S:1:pos:R:3:mulliken_charge:R:1
C -4.838 8.469 0.413 -1.30
C -3.645 8.209 -0.578 -0.54
C -2.638 7.143 -0.070 0.21
C -1.836 7.625 1.178 -1.09
N -0.729 6.626 1.596 0.27
C 0.071 7.137 2.779 -0.47
C 0.572 5.839 3.468 -0.92
C -0.395 4.735 3.036 -0.32
C -1.395 5.329 2.110 -0.44
C 0.170 6.253 0.384 -0.91
H -4.388 8.756 1.363 0.39
H -5.502 7.613 0.532 0.29
H -5.402 9.324 0.041 0.42
H -3.246 9.221 -0.514 0.39
H -4.199 7.896 -1.463 0.12
H -1.985 6.969 -0.925 0.37
H -3.192 6.212 0.049 0.11
H -2.296 7.881 2.133 0.48
H -1.279 8.519 0.896 0.38
H 0.907 7.700 2.363 0.37
H -0.530 7.830 3.367 0.45
H 1.574 5.662 3.078 0.36
H 0.570 6.019 4.543 0.33
H 0.162 3.977 2.486 -0.11
H -0.807 4.135 3.847 0.74
H -1.721 4.580 1.388 0.09
H -2.264 5.598 2.709 0.33
H -0.210 5.571 -0.377 0.14
H 1.048 5.761 0.802 0.51
H 0.545 7.182 -0.047 0.35
C -10.534 2.889 1.713 -1.13
C -10.414 2.270 3.136 -0.73
C -9.241 1.254 3.322 -0.23
C -7.922 1.874 3.512 -1.36
N -6.658 1.019 3.605 0.57
C -6.864 0.126 4.882 -0.44
C -5.549 0.126 5.643 -0.82
C -4.624 1.022 4.846 -0.20
C -5.489 1.955 3.964 -0.83
C -6.274 0.321 2.260 -1.00
H -9.700 3.386 1.218 0.26
H -11.381 3.574 1.755 0.37
H -10.776 2.013 1.112 0.31
H -11.343 1.721 3.293 0.36
H -10.374 3.100 3.842 0.39
H -9.196 0.555 2.487 0.36
H -9.579 0.735 4.219 0.38
H -8.142 2.403 4.439 0.46
H -7.627 2.730 2.907 0.59
H -7.023 -0.912 4.590 0.31
H -7.680 0.464 5.519 0.34
H -5.130 -0.880 5.671 0.33
H -5.770 0.433 6.666 0.30
H -3.952 0.383 4.273 -0.12
H -3.903 1.586 5.439 0.62
H -4.983 2.172 3.023 0.40
H -5.800 2.827 4.538 0.45
H -5.312 -0.191 2.304 0.38
H -6.281 0.994 1.404 0.34
H -6.881 -0.584 2.245 0.38
C -1.228 1.225 -2.666 -1.36
C -1.733 2.615 -2.521 0.54
C -3.155 2.638 -3.085 -0.70
C -3.711 4.106 -2.889 -0.68
N -5.111 4.324 -3.477 0.30
C -5.832 5.627 -2.899 -0.26
C -7.362 5.439 -2.801 -0.77
C -7.603 3.891 -2.948 -0.79
C -6.150 3.266 -2.925 -0.73
C -5.246 4.301 -4.995 -0.93
H -1.912 0.585 -2.108 0.26
H -0.200 1.078 -2.335 0.14
H -1.109 0.872 -3.690 0.48
H -1.114 3.294 -3.108 0.47
H -1.624 2.951 -1.490 -0.53
H -3.885 2.007 -2.579 0.44
H -3.267 2.472 -4.156 0.34
H -3.049 4.843 -3.344 0.49
H -3.717 4.266 -1.810 0.03
H -5.520 6.563 -3.364 0.66
H -5.431 5.737 -1.892 -0.10
H -7.778 5.960 -3.663 0.32
H -7.714 5.939 -1.899 0.43
H -8.047 3.613 -3.904 0.36
H -8.233 3.408 -2.201 0.42
H -5.930 2.260 -3.282 0.54
H -6.042 3.161 -1.845 0.32
H -4.984 3.287 -5.296 0.37
H -4.652 5.173 -5.267 0.36
H -6.302 4.439 -5.227 0.43
C 7.317 -2.107 1.027 -0.86
C 7.440 -3.256 2.005 -0.42
C 8.352 -4.366 1.528 -0.77
C 9.790 -4.029 1.448 -0.62
N 10.621 -5.211 0.806 0.33
C 10.227 -6.614 1.446 -0.67
C 11.523 -7.486 1.495 -0.67
C 12.541 -6.392 1.996 -0.60
C 12.113 -5.077 1.212 -0.52
C 10.338 -5.229 -0.679 -0.97
H 8.055 -1.305 1.048 0.49
H 6.384 -1.627 1.320 -0.09
H 7.227 -2.318 -0.038 0.37
H 6.494 -3.763 2.193 0.27
H 7.834 -2.847 2.936 0.29
H 8.038 -4.682 0.533 0.30
H 8.184 -5.283 2.093 0.45
H 10.250 -3.995 2.435 0.50
H 9.913 -3.123 0.854 0.22
H 9.483 -7.192 0.897 0.25
H 9.952 -6.507 2.495 0.46
H 11.719 -8.048 0.581 0.35
H 11.418 -8.176 2.333 0.36
H 13.578 -6.667 1.802 0.38
H 12.470 -6.109 3.046 0.34
H 12.574 -4.978 0.229 0.34
H 12.269 -4.164 1.787 0.36
H 9.312 -5.554 -0.855 0.35
H 11.134 -5.865 -1.066 0.47
H 10.387 -4.224 -1.098 0.32
C 4.318 2.257 -1.949 -1.22
C 5.436 1.224 -2.404 -0.37
C 5.186 0.861 -3.878 -0.67
C 4.755 -0.622 -4.194 -0.66
N 4.634 -1.037 -5.688 -0.02
C 3.929 -2.416 -5.790 -0.61
C 2.444 -2.118 -5.734 -0.57
C 2.217 -0.544 -6.059 -0.51
C 3.632 -0.222 -6.535 -0.68
C 6.051 -1.075 -6.360 -0.90
H 4.079 3.235 -2.366 0.43
H 4.389 2.420 -0.874 0.39
H 3.340 1.798 -2.095 0.21
H 5.386 0.388 -1.706 0.08
H 6.378 1.720 -2.173 0.42
H 6.144 1.068 -4.355 0.34
H 4.536 1.601 -4.345 0.37
H 3.861 -0.812 -3.600 0.39
H 5.316 -1.456 -3.772 0.53
H 4.064 -2.860 -6.777 0.40
H 4.310 -3.088 -5.021 0.36
H 2.001 -2.779 -6.479 0.39
H 1.928 -2.339 -4.799 0.27
H 1.531 -0.410 -6.895 0.39
H 1.772 -0.024 -5.211 0.19
H 3.864 -0.504 -7.562 0.46
H 4.085 0.751 -6.341 0.51
H 6.708 -1.596 -5.664 0.34
H 6.307 -0.043 -6.599 0.41
H 6.028 -1.711 -7.246 0.42
C -2.478 1.832 1.273 0.56
C -1.745 0.514 1.216 -0.88
C -0.161 0.707 1.298 0.21
C 0.638 -0.607 1.146 -1.78
N 2.112 -0.509 1.452 0.85
C 2.716 -1.895 1.412 -0.10
C 3.618 -2.038 2.619 0.12
C 3.681 -0.657 3.291 -0.97
C 2.346 0.003 2.934 -0.68
C 2.833 0.388 0.409 -1.52
H -3.549 1.639 1.336 -0.05
H -2.297 2.450 0.393 -0.62
H -2.218 2.433 2.144 0.12
H -2.084 0.032 0.299 0.32
H -2.188 -0.109 1.993 0.48
H 0.070 1.211 2.236 0.39
H 0.070 1.337 0.439 0.15
H 0.540 -1.006 0.136 0.40
H 0.348 -1.440 1.786 0.76
H 3.218 -2.040 0.455 0.42
H 2.010 -2.681 1.676 -0.08
H 4.589 -2.531 2.576 -0.23
H 3.222 -2.850 3.229 0.05
H 4.628 -0.154 3.096 0.29
H 3.776 -0.866 4.357 0.48
H 2.229 1.085 2.879 0.46
H 1.423 -0.348 3.397 0.46
H 3.853 0.043 0.240 0.41
H 2.591 1.387 0.772 0.35
H 2.448 0.104 -0.571 0.54
C -3.425 -6.970 -3.449 -1.11
C -1.932 -7.017 -3.241 -0.60
C -1.533 -7.196 -1.723 -0.61
C -1.677 -5.839 -0.852 -0.89
N -1.410 -5.937 0.650 0.33
C -2.150 -7.076 1.333 -0.65
C -2.181 -6.543 2.779 -0.79
C -1.902 -5.069 2.747 -0.51
C -2.013 -4.690 1.309 -0.75
C 0.107 -6.018 0.865 -0.73
H -3.890 -6.337 -2.693 0.27
H -3.665 -8.024 -3.582 0.31
H -3.727 -6.452 -4.359 0.35
H -1.470 -6.069 -3.514 0.29
H -1.582 -7.769 -3.948 0.37
H -0.549 -7.651 -1.610 0.48
H -2.215 -7.890 -1.232 0.44
H -2.612 -5.289 -0.958 0.33
H -0.952 -5.063 -1.099 0.42
H -1.629 -8.031 1.270 0.36
H -3.185 -7.233 1.028 0.45
H -1.479 -7.025 3.460 0.42
H -3.191 -6.707 3.156 0.29
H -0.916 -4.949 3.195 0.12
H -2.595 -4.525 3.390 0.52
H -1.570 -3.705 1.164 0.51
H -3.069 -4.713 1.039 0.43
H 0.239 -6.442 1.861 0.39
H 0.596 -5.060 0.693 0.18
H 0.388 -6.773 0.131 0.30
Br 2.304 -5.320 4.183 -0.76
```

Calculated values
Charge ... +6
HOMO level ... -15.60 eV
Energy above the lowest of the compared OMol25 structures with the same formula, charge and spin ... 88.11 kcal per mole

---

[3]
DFT (the ωB97M-V functional and the def2-TZVPD basis) results for a structure of composition C17H24BrF5INO4TeTi at a distorted geometry.

Geometry as XYZ:
```
55
Properties=species:S:1:pos:R:3:mulliken_charge:R:1
Ti 1.074 1.447 1.139 1.42
C -1.774 -4.314 -3.182 -1.51
C -2.114 -2.782 -3.146 1.73
C -1.686 -2.138 -4.511 -1.54
C -3.662 -2.640 -2.948 -1.89
C -1.285 -2.067 -2.085 -0.51
C -1.722 -1.046 -1.248 -0.42
C -0.898 -0.519 -0.293 0.37
Br -1.669 0.958 0.853 -0.21
C 0.471 -0.930 -0.069 1.66
O 1.146 -0.335 0.981 -0.67
C 0.900 -2.059 -0.810 -0.75
C 0.018 -2.485 -1.823 -0.25
C 2.237 -2.763 -0.695 1.60
C 3.135 -2.325 -1.901 -1.38
C 2.988 -2.473 0.641 -1.89
C 1.979 -4.340 -0.696 -1.32
H -2.555 -4.856 -3.647 0.43
H -1.449 -4.786 -2.215 0.26
H -0.888 -4.397 -3.888 0.35
H -2.322 -2.434 -5.315 0.46
H -0.730 -2.603 -4.814 0.36
H -1.639 -1.042 -4.471 0.32
H -4.139 -3.015 -3.797 0.53
H -4.076 -1.589 -2.917 0.38
H -4.039 -3.146 -2.087 0.43
H -2.757 -0.727 -1.278 0.32
H 0.573 -3.196 -2.502 0.20
H 3.482 -1.225 -1.843 0.26
H 2.551 -2.405 -2.779 0.38
H 4.080 -2.955 -1.963 0.38
H 3.352 -1.472 0.757 0.27
H 3.780 -3.220 0.744 0.47
H 2.285 -2.674 1.454 0.44
H 1.534 -4.697 -1.610 0.35
H 1.247 -4.569 0.148 0.34
H 2.911 -4.954 -0.503 0.40
F 1.647 9.527 6.769 -0.39
Te 0.781 7.854 6.073 1.78
F 0.580 8.551 4.291 -0.35
F 2.319 7.014 5.384 -0.36
F 0.921 2.413 -0.336 -0.50
F 2.811 1.689 1.723 -0.60
O -4.045 5.493 2.857 -0.41
N 1.886 3.655 3.793 -0.11
C 0.733 3.559 3.193 0.89
O 0.332 2.423 2.647 -0.60
C -0.109 4.755 3.026 -0.99
I -0.787 5.238 5.170 0.22
H 2.537 2.871 3.769 0.25
H 2.060 4.438 4.405 0.14
H -1.033 4.535 2.512 0.35
H 0.358 5.682 2.698 0.50
O -6.215 5.578 1.931 -0.38
C -5.114 5.496 2.413 0.79
```

Calculated values
Charge ... +2
HOMO level ... -13.35 eV
Energy above the lowest of the compared OMol25 structures with the same formula, charge and spin ... 0.00 kcal per mole

---

[4]
DFT (the ωB97M-V functional and the def2-TZVPD basis) results for a structure of composition Ca5O4P at a distorted geometry.

Geometry as XYZ:
```
10
Properties=species:S:1:pos:R:3:nbo_charge:R:1
Ca -2.002 -0.628 -2.047 1.96
Ca -3.103 1.873 1.006 1.99
Ca -0.244 -2.625 2.727 1.99
Ca 1.452 2.137 -1.693 1.96
Ca 2.913 -0.897 0.230 1.96
P 0.175 -0.039 -0.017 2.48
O 0.127 0.128 -1.548 -1.32
O -1.389 0.355 0.250 -1.38
O 1.443 0.921 0.152 -1.32
O 0.628 -1.224 0.941 -1.31
```

Calculated values
Charge ... +7
HOMO level ... -35.05 eV
Energy above the lowest of the compared OMol25 structures with the same formula, charge and spin ... 17.18 kcal per mole